Entry from OMol25: C21H28AuCl2F3N4OSi as an isolated structure (wB97M-V/def2-TZVPD).

Kohn-Sham gap (alpha / beta) = 5.307 / 5.306 eV
energy relative to the best compared isomer or geometry (same formula, charge and spin) = 0.00 kJ/mol
F_max = 0.0165 Eh/bohr
spin multiplicity = 1
LUMO (alpha / beta) = -9.05 / -9.05 eV
total charge = +2
HOMO energy (alpha / beta) = -14.36 / -14.36 eV

Each line ends with the Löwdin charge.
Element x y z (Å)
Au 0.283 1.021 -0.274  0.775
Cl -0.976 -1.367 -2.620  0.510
C -1.370 -2.714 -1.551  -0.953
Cl -0.674 -2.481 0.082  0.531
H -0.953 -3.624 -1.961  0.037
H -2.445 -2.774 -1.445  0.031
N -1.406 2.179 -0.469  0.034
C -2.294 2.829 -0.831  -0.215
N -3.287 3.557 -1.237  -0.065
C -3.543 4.891 -0.646  -0.081
C -3.134 5.956 -1.649  -0.177
O -3.791 5.751 -2.882  -0.105
C -3.431 4.521 -3.474  -0.176
C -3.859 3.362 -2.591  -0.079
H -2.991 4.983 0.288  0.135
H -4.611 4.955 -0.440  0.139
H -2.044 5.939 -1.791  0.134
H -3.425 6.941 -1.290  0.140
H -2.346 4.482 -3.643  0.134
H -3.938 4.467 -4.436  0.140
H -3.525 2.405 -2.988  0.134
H -4.944 3.347 -2.485  0.139
F 5.656 -1.806 -3.598  0.178
C 5.813 -1.376 -2.343  -0.597
F 6.258 -2.391 -1.602  0.166
F 6.738 -0.413 -2.345  0.174
C 4.497 -0.842 -1.812  -0.068
C 3.996 0.352 -2.308  0.043
C 2.789 0.813 -1.830  -0.099
N 2.082 0.147 -0.899  -0.113
C 2.573 -1.008 -0.430  -0.129
C 3.774 -1.535 -0.859  0.046
H 4.536 0.918 -3.055  0.143
H 2.365 1.738 -2.193  0.114
H 1.967 -1.526 0.299  0.062
H 4.135 -2.470 -0.454  0.137
C 2.456 -0.692 3.448  -0.148
Si 1.580 0.930 3.185  0.452
C 1.062 1.799 4.737  -0.143
C 2.522 2.068 2.078  -0.182
N 0.020 0.558 2.321  0.076
C -0.965 -0.153 2.734  -0.342
C -0.936 -0.956 3.967  0.059
C -2.030 -1.659 4.355  -0.004
C -3.201 -1.607 3.566  0.072
C -3.292 -0.865 2.378  -0.022
C -2.206 -0.161 1.953  0.021
H 3.534 -0.520 3.474  0.053
H 2.255 -1.397 2.639  0.024
H 2.183 -1.167 4.392  0.039
H 1.944 1.937 5.367  0.057
H 0.319 1.253 5.319  0.033
H 0.666 2.790 4.510  0.050
H 3.209 2.661 2.687  0.053
H 1.853 2.767 1.570  0.026
H 3.120 1.539 1.334  0.021
H -0.029 -0.983 4.555  0.104
H -2.020 -2.254 5.258  0.134
H -4.068 -2.167 3.897  0.141
H -4.215 -0.859 1.816  0.130
H -2.227 0.439 1.054  0.077

---

Entry from OMol25: a 10-piece molecular cluster, C2H19O15S overall (wB97M-V/def2-TZVPD).

Kohn-Sham gap = 1.670 eV
F_max = 0.0960 Eh/bohr
spin multiplicity = 1
LUMO = 4.63 eV
total charge = -3
HOMO energy = 2.96 eV

Each line ends with the Löwdin charge.
Element x y z (Å)
S -4.411 5.645 -1.319  -0.032
O -4.593 5.199 0.045  -0.499
O -5.618 5.337 -2.063  -0.485
O -4.005 7.031 -1.223  -0.497
O -3.409 4.836 -1.932  -0.484
O -10.357 2.471 -1.372  0.027
C -10.562 1.304 -2.051  -0.942
O -9.951 1.118 -3.105  -0.082
O -11.307 0.441 -1.599  -0.090
H -9.660 2.906 -1.870  0.092
C -18.435 1.908 -2.535  -0.200
O -17.981 1.205 -1.432  -0.117
H -19.477 1.723 -2.796  0.073
H -18.253 2.978 -2.442  0.078
H -17.841 1.503 -3.355  0.078
H -17.055 1.454 -1.375  0.087
O -10.259 -2.242 3.288  -0.058
H -9.442 -1.801 3.052  0.036
H -10.723 -1.608 3.835  0.021
O -13.726 3.849 1.829  -0.060
H -12.991 3.503 1.322  0.039
H -13.856 3.209 2.530  0.019
O -9.934 8.258 -3.642  -0.061
H -9.688 9.151 -3.883  0.014
H -9.261 7.983 -3.019  0.044
O -11.245 -3.582 -6.303  -0.056
H -11.005 -3.866 -7.185  0.016
H -10.738 -2.782 -6.162  0.039
O -9.062 2.813 3.583  -0.053
H -9.258 3.162 2.714  0.041
H -9.917 2.714 4.001  0.010
O -16.389 -3.470 -2.872  -0.053
H -16.593 -3.426 -3.806  0.024
H -16.648 -2.614 -2.530  0.028
O -13.632 1.566 -6.654  -0.062
H -13.148 1.260 -5.886  0.040
H -13.130 1.239 -7.400  0.020

---

Entry from OMol25: a 4-piece molecular cluster, C21H51N5O6PS overall (wB97M-V/def2-TZVPD).

Kohn-Sham gap = 6.369 eV
F_max = 0.1000 Eh/bohr
spin multiplicity = 1
LUMO = -3.80 eV
total charge = +1
HOMO energy = -10.17 eV

Each line ends with the Löwdin charge.
Element x y z (Å)
S -0.662 -1.278 -5.497  0.139
P -1.571 -3.001 -5.309  0.385
C -0.320 -4.123 -4.447  -0.384
C 1.054 -4.277 -4.847  0.018
N 1.508 -5.175 -3.831  0.103
C 0.521 -5.506 -2.973  -0.052
N -0.673 -4.882 -3.306  0.124
H -1.906 -3.520 -6.601  -0.002
H -2.694 -2.949 -4.433  -0.024
H 1.628 -3.805 -5.678  0.150
H 2.470 -5.509 -3.759  0.186
H 0.624 -6.184 -2.098  0.167
H -1.564 -4.965 -2.819  0.178
C 2.529 -0.990 -0.166  -0.085
O 1.452 -1.857 0.164  -0.188
C 1.502 -3.112 -0.495  -0.238
C 1.812 -4.230 0.495  -0.219
N 3.189 -4.151 0.968  -0.049
C 3.475 -5.009 2.120  -0.191
C 2.715 -4.732 3.422  -0.223
O 3.055 -3.504 4.044  -0.171
C 2.366 -2.369 3.541  -0.092
H 2.304 -0.005 0.244  0.072
H 3.466 -1.339 0.278  0.083
H 2.643 -0.895 -1.251  0.091
H 2.207 -3.110 -1.334  0.113
H 0.500 -3.284 -0.907  0.101
H 1.656 -5.200 0.006  0.100
H 1.099 -4.144 1.322  0.107
H 3.390 -3.193 1.231  0.070
H 4.543 -4.902 2.328  0.122
H 3.317 -6.053 1.828  0.115
H 3.008 -5.510 4.133  0.124
H 1.629 -4.826 3.308  0.110
H 1.354 -2.613 3.207  0.088
H 2.935 -1.905 2.733  0.070
H 2.294 -1.637 4.346  0.093
C 3.828 6.276 1.802  -0.112
O 2.643 6.095 2.560  -0.196
C 1.468 6.566 1.902  -0.208
C 0.576 5.400 1.490  -0.208
N 1.176 4.631 0.400  -0.049
C 0.519 3.350 0.145  -0.188
C 0.532 2.304 1.268  -0.218
O 1.818 1.772 1.557  -0.208
C 2.601 2.559 2.445  -0.081
H 4.677 6.056 2.449  0.090
H 3.861 5.591 0.950  0.075
H 3.919 7.308 1.452  0.089
H 1.704 7.211 1.050  0.123
H 0.924 7.172 2.632  0.122
H -0.394 5.787 1.163  0.123
H 0.418 4.778 2.378  0.102
H 2.146 4.449 0.623  0.065
H 1.020 2.912 -0.723  0.120
H -0.518 3.540 -0.154  0.109
H -0.063 1.454 0.917  0.097
H 0.040 2.657 2.181  0.114
H 1.990 3.090 3.178  0.093
H 3.222 3.260 1.884  0.073
H 3.276 1.889 2.980  0.089
C -3.103 -1.219 -1.856  -0.137
O -3.391 -0.904 -0.508  -0.187
C -2.425 -0.039 0.096  -0.206
C -3.018 1.341 0.354  -0.205
N -3.243 2.065 -0.895  -0.048
C -4.060 3.272 -0.747  -0.192
C -5.504 3.103 -0.258  -0.219
O -6.357 2.441 -1.180  -0.173
C -6.301 1.025 -1.131  -0.100
H -3.784 -2.015 -2.168  0.079
H -3.265 -0.356 -2.507  0.082
H -2.073 -1.581 -1.965  0.070
H -1.504 0.024 -0.494  0.115
H -2.168 -0.487 1.060  0.125
H -2.330 1.916 0.982  0.106
H -3.953 1.199 0.908  0.106
H -3.708 1.450 -1.552  0.064
H -4.096 3.744 -1.732  0.121
H -3.538 3.970 -0.083  0.115
H -5.920 4.108 -0.145  0.124
H -5.564 2.641 0.733  0.111
H -6.100 0.652 -0.124  0.089
H -5.556 0.649 -1.835  0.067
H -7.271 0.640 -1.452  0.090

---

Entry from OMol25: one molecule with the formula C5H6N2O2S (wB97M-V/def2-TZVPD).

Kohn-Sham gap (alpha / beta) = 7.838 / 7.837 eV
energy relative to the best compared isomer or geometry (same formula, charge and spin) = 489.71 kJ/mol
F_max = 0.1101 Eh/bohr
spin multiplicity = 1
structure (SMILES) = Cc1[nH]cnc1C=S(=O)=O
LUMO (alpha / beta) = -1.17 / -1.17 eV
HOMO energy (alpha / beta) = -9.01 / -9.01 eV

Each line ends with the Löwdin charge.
Element x y z (Å)
C 0.887 -1.741 0.032  -0.013
C 0.885 -0.211 -0.092  -0.277
N 2.005 0.552 -0.482  0.104
C 1.566 1.902 -0.362  -0.161
N 0.311 2.004 0.015  0.080
C -0.040 0.725 0.237  -0.257
C -1.621 0.245 0.992  -0.105
S -2.937 -0.111 -0.012  0.754
O -4.201 -0.069 0.598  -0.316
O -2.697 -1.115 -1.068  -0.351
H 0.750 -1.971 1.081  0.071
H 0.137 -2.311 -0.563  0.087
H 1.965 -1.933 -0.320  0.094
H 2.745 0.105 -0.981  0.134
H 2.038 2.805 -0.704  0.109
H -1.792 1.124 1.630  0.049

---

Entry from OMol25: one molecule with the formula C5H10O (wB97M-V/def2-TZVPD).

Kohn-Sham gap = 10.629 eV
energy relative to the best compared isomer or geometry (same formula, charge and spin) = 126.49 kJ/mol
F_max = 0.0429 Eh/bohr
spin multiplicity = 1
structure (SMILES) = C[C@@H]1OC[C@@H]1C
LUMO = 1.11 eV
HOMO energy = -9.52 eV

Each line ends with the Löwdin charge.
Element x y z (Å)
C 1.507 0.979 -0.490  -0.052
C 0.949 -0.062 0.436  -0.273
O 0.941 -1.379 -0.381  -0.108
C -0.364 -1.634 0.097  -0.200
C -0.564 -0.208 0.647  -0.288
C -1.480 0.685 -0.176  -0.071
H 2.595 0.897 -0.545  0.083
H 1.236 2.004 -0.232  0.084
H 1.097 0.744 -1.471  0.082
H 1.525 -0.143 1.377  0.144
H -1.049 -1.993 -0.673  0.117
H -0.340 -2.383 0.888  0.110
H -0.865 -0.213 1.698  0.131
H -1.436 1.739 0.123  0.079
H -2.514 0.346 -0.054  0.079
H -1.238 0.621 -1.242  0.082

---

Entry from OMol25: an isolated ion of composition C8H15N2 and charge +1 (wB97M-V/def2-TZVPD).

Kohn-Sham gap = 9.317 eV
energy relative to the best compared isomer or geometry (same formula, charge and spin) = 220.24 kJ/mol
F_max = 0.0876 Eh/bohr
spin multiplicity = 1
structure (SMILES) = C/C(N)=C/C=C\C=C(\C)[NH3+]
LUMO = -3.03 eV
total charge = +1
HOMO energy = -12.35 eV

Each line ends with the Löwdin charge.
Element x y z (Å)
C 2.164 1.384 1.896  -0.031
C 0.792 1.386 1.362  -0.404
N 0.347 2.275 0.355  0.079
C -0.018 0.328 1.450  -0.127
C -1.471 0.396 1.096  -0.123
C -2.180 -0.348 0.295  -0.050
C -1.613 -1.444 -0.626  -0.001
C -0.534 -1.389 -1.354  -0.273
C -0.127 -2.420 -2.330  -0.027
N 0.408 -0.207 -1.163  0.222
H 2.377 2.456 2.151  0.109
H 2.994 0.903 1.416  0.077
H 2.161 0.745 2.821  0.111
H 1.127 2.955 0.107  0.147
H -0.596 2.569 0.518  0.091
H 0.147 -0.579 1.978  0.122
H -2.010 1.249 1.588  0.140
H -3.228 -0.269 0.164  0.102
H -2.317 -2.275 -0.755  0.133
H -0.947 -3.178 -2.503  0.123
H 0.711 -2.969 -2.032  0.069
H 0.016 -1.911 -3.286  0.095
H 0.719 0.221 -2.074  0.199
H 1.098 -0.445 -0.546  0.104
H -0.018 0.565 -0.527  0.115

---

Entry from OMol25: a 2-piece molecular cluster, C5H13NO overall (wB97M-V/def2-TZVPD).

Kohn-Sham gap = 9.269 eV
energy relative to the best compared isomer or geometry (same formula, charge and spin) = 191.09 kJ/mol
F_max = 0.0512 Eh/bohr
spin multiplicity = 1
structure (SMILES) = C=CCCCN.O
LUMO = 0.73 eV
HOMO energy = -8.54 eV

Each line ends with the Löwdin charge.
Element x y z (Å)
C -0.819 1.766 -2.794  -0.013
C -0.094 1.606 -1.708  -0.194
C -0.668 0.945 -0.488  -0.231
C -0.111 -0.466 -0.272  -0.211
C 1.199 -0.597 0.556  -0.265
N 1.835 -1.879 0.230  -0.017
H -0.532 2.161 -3.770  0.051
H -1.880 1.575 -2.875  0.052
H 0.970 1.829 -1.650  0.102
H -1.744 0.834 -0.637  0.101
H -0.574 1.556 0.415  0.109
H -0.792 -1.247 0.055  0.102
H 0.201 -0.817 -1.268  0.100
H 1.775 0.293 0.396  0.099
H 0.869 -0.793 1.583  0.093
H 1.797 -2.578 0.957  0.058
H 2.696 -1.894 -0.281  0.053
O -1.144 -0.731 3.561  -0.058
H -1.166 -1.470 4.175  0.034
H -1.819 -0.094 3.814  0.035